(1)
{"formula": "H24KrO12", "method": "wB97M-V/def2-TZVPD", "elements": ["H", "O", "H", "H", "H", "H", "O", "H", "H", "H", "H", "Kr", "H", "O", "H", "H", "O", "H", "H", "O", "O", "O", "H", "O", "H", "H", "O", "O", "H", "H", "H", "H", "O", "O", "H", "H", "H"], "positions_angstrom": [[3.9209, -0.7504, 0.9147], [0.0564, -1.9233, -3.2869], [0.9858, -0.0236, 4.1030], [0.4702, 3.2541, 2.1171], [1.4785, 1.9313, -2.1699], [-0.7685, -1.9734, -2.8039], [-1.4165, 2.9662, -1.5974], [3.1160, -2.5115, 0.4557], [-2.9979, -2.7748, -2.2674], [-1.6622, -0.3590, 1.7992], [2.4366, -3.4680, 1.4124], [0.6007, 0.0507, 0.1938], [-2.0613, 2.2631, -1.6757], [-1.5697, -1.2245, 2.1975], [-2.0003, -1.1442, 3.0486], [0.4870, 2.7350, -1.3558], [0.7592, -0.9535, 4.0955], [-0.4756, 3.3457, 3.2957], [-2.3990, 1.2453, 1.0805], [-0.4602, 3.2729, 2.3414], [-2.3323, -2.1551, -1.9685], [2.5011, 0.0027, -2.5973], [-2.3088, -2.2679, -1.0183], [3.8045, -0.7511, -0.0354], [-2.2241, -0.3674, -1.4101], [0.0941, -2.7410, -3.7831], [1.3977, 2.7312, -1.6504], [-2.4210, 1.4416, 2.0171], [4.5054, -0.1879, -0.3635], [-1.7589, 2.1226, 2.1353], [-1.6905, 3.4580, -0.8233], [-3.4299, 0.0108, -0.5764], [2.9039, -3.4369, 0.5777], [-2.5739, 0.3328, -0.8591], [1.9292, -0.6432, -3.0120], [0.2951, -1.0808, 3.2680], [2.8087, -0.4266, -1.7990]], "forces_ev_per_a": [[0.0, 0.2, 0.3], [0.7, 0.2, -0.3], [0.1, 0.2, 0.0], [0.3, -0.1, -0.3], [0.3, -0.4, -0.2], [-0.3, -0.1, 0.2], [0.1, 0.3, -0.1], [0.1, 0.2, -0.4], [-0.2, -0.1, -0.3], [-0.1, 0.5, 0.2], [-0.2, -0.1, 0.2], [0.0, 0.0, 0.0], [-0.2, -0.5, 0.1], [0.4, -0.9, -0.1], [-0.2, 0.1, 0.2], [-0.5, 0.1, -0.2], [0.3, -0.1, 0.4], [0.0, 0.2, 0.4], [-0.1, 0.1, -0.6], [0.0, 0.2, 0.0], [-0.1, 0.0, 0.1], [0.1, 0.4, -0.2], [0.2, -0.3, 0.5], [-0.1, -0.1, 0.0], [0.1, -0.1, -0.4], [0.1, -0.2, -0.1], [0.5, 0.4, 0.3], [-0.7, -0.6, 0.2], [0.3, 0.2, -0.2], [0.5, 0.4, -0.1], [-0.1, 0.2, 0.2], [-0.4, -0.1, 0.0], [0.0, -0.3, 0.1], [0.0, 0.7, 0.5], [-0.4, -0.3, -0.2], [-0.5, -0.1, -0.5], [0.0, -0.1, 0.4]], "mulliken_charge": [0.307, -0.589, 0.288, 0.306, 0.318, 0.373, -0.645, 0.342, 0.268, 0.391, 0.320, 0.030, 0.290, -0.687, 0.309, 0.333, -0.622, 0.310, 0.206, -0.648, -0.731, -0.581, 0.342, -0.652, 0.337, 0.299, -0.631, -0.689, 0.242, 0.497, 0.308, 0.273, -0.614, -0.569, 0.324, 0.340, 0.305], "total_energy_ha": -3670.88550, "de_lowest_kcal_mol": 21.3, "multiplicity": 1, "lumo_ev": -0.189, "total_charge": 0, "fmax_ha_per_bohr": 0.0199}

(2)
{"formula": "H24NeO12", "method": "wB97M-V/def2-TZVPD", "elements": ["O", "H", "H", "H", "H", "O", "H", "H", "O", "H", "H", "Ne", "O", "O", "H", "H", "O", "H", "H", "O", "H", "H", "O", "O", "H", "O", "H", "O", "H", "H", "H", "H", "H", "H", "H", "H", "O"], "positions_angstrom": [[3.9539, 0.4058, -0.7139], [3.1512, -0.8550, 1.9800], [-0.3145, 4.0653, -1.2208], [-1.0337, 2.3787, 2.3947], [-2.7587, -1.0273, -0.7213], [-1.9882, 1.4502, -3.0754], [0.8680, 1.9071, -2.1747], [-2.1818, 2.3197, -2.7251], [-3.1514, -0.4049, -1.3333], [1.4107, 2.1245, 1.8750], [1.0745, -3.8289, 0.2390], [-0.0044, 0.2933, -0.0140], [-1.7213, 3.0380, 2.4886], [2.5024, -0.6731, 1.3001], [4.3946, -0.3265, -1.1450], [-0.4731, -1.2694, 2.9510], [0.2296, 3.7146, -1.9259], [3.4287, -0.0020, -0.0253], [0.0643, -3.0612, 1.0649], [0.8472, 1.4797, 2.3027], [-0.7775, -2.6555, 3.4783], [-3.9157, -0.0624, -0.8699], [-0.2440, -2.1913, 2.8332], [0.7818, -2.9407, 0.4428], [1.9548, -1.4578, 1.2749], [1.3035, 1.1464, -2.5594], [-2.3995, 2.7671, 1.8698], [-2.5703, -2.6041, 0.3009], [0.1864, -2.0687, -1.2901], [-2.2258, 0.8488, -2.3696], [2.2009, 1.1914, -2.2296], [-2.7150, -2.7312, 1.2385], [1.0944, 4.0958, -1.7739], [0.3259, -0.6736, -1.8611], [-2.7439, -3.4618, -0.0871], [1.3073, 0.6477, 2.1918], [0.1387, -1.5785, -2.1108]], "forces_ev_per_a": [[0.4, 0.6, -0.5], [0.3, 0.0, 0.3], [-0.2, 0.1, 0.2], [0.6, -0.3, 0.0], [0.3, -0.5, 0.2], [0.2, 0.4, -0.4], [-0.5, 0.4, -0.1], [0.1, 0.2, 0.0], [-0.1, 0.4, -0.2], [0.1, 0.2, -0.1], [0.2, -0.2, -0.2], [-0.1, 0.0, 0.1], [-0.3, 0.3, 0.1], [0.0, 0.4, 0.5], [0.1, -0.1, -0.2], [-0.1, 0.4, 0.0], [-0.1, -0.1, -0.1], [-0.5, -0.3, 0.3], [-0.4, 0.3, 0.4], [-0.5, 0.4, 0.5], [-0.1, -0.1, 0.3], [-0.2, 0.1, 0.0], [-0.1, -0.2, 0.0], [0.4, 0.0, -0.2], [-0.5, -0.8, -0.5], [0.1, -0.4, -0.1], [-0.2, 0.0, -0.1], [0.2, 0.0, 0.2], [0.1, -0.2, 0.3], [-0.2, -0.6, 0.3], [0.4, -0.2, 0.2], [0.0, 0.1, 0.3], [0.3, 0.2, -0.1], [0.3, 0.5, -0.4], [-0.1, -0.2, -0.3], [0.4, -0.4, -0.3], [-0.2, -0.4, -0.2]], "mulliken_charge": [-0.643, 0.298, 0.308, 0.329, 0.347, -0.576, 0.320, 0.276, -0.666, 0.276, 0.263, 0.001, -0.619, -0.751, 0.309, 0.294, -0.643, 0.422, 0.310, -0.581, 0.272, 0.309, -0.583, -0.627, 0.364, -0.614, 0.306, -0.617, 0.371, 0.354, 0.326, 0.288, 0.299, 0.307, 0.288, 0.303, -0.621], "total_energy_ha": -1046.21542, "de_lowest_kcal_mol": 28.9, "multiplicity": 1, "lumo_ev": -0.506, "total_charge": 0, "fmax_ha_per_bohr": 0.0202}

(3)
{"formula": "H24O12", "method": "wB97M-V/def2-TZVPD", "elements": ["O", "H", "H", "H", "H", "O", "O", "H", "O", "H", "O", "O", "H", "H", "H", "O", "H", "H", "H", "H", "H", "O", "H", "O", "H", "H", "O", "H", "O", "H", "O", "H", "H", "H", "H", "H"], "positions_angstrom": [[-0.8882, -0.5363, 0.3207], [2.3299, -3.3731, -2.5649], [1.8270, 2.8053, 1.1925], [-1.6954, 1.6729, 3.0143], [-1.5036, 2.7788, 1.1390], [1.4633, 2.4883, -1.7557], [0.7977, 0.3267, -0.2499], [1.4793, -0.3463, -0.3575], [0.1165, -0.9817, -3.8759], [-0.6306, -0.9730, 2.4603], [3.3321, -0.0946, 1.6227], [-0.6286, -2.8832, 0.6330], [-0.5737, -1.0157, -3.2040], [-1.8082, -0.5274, 0.0336], [-4.7673, 0.1427, 0.1259], [-0.9120, 2.9516, 0.3980], [2.7633, 2.4681, 0.0437], [-0.0171, -3.1627, 1.3236], [-0.4967, -1.2682, -0.1693], [0.5896, -0.0882, 2.2649], [-0.3721, -3.4079, -0.1337], [0.2866, -0.9978, 2.1653], [1.7067, 1.6321, -2.1255], [-4.8083, -0.8040, -0.0504], [1.3167, 3.0447, -2.5290], [-3.0700, 2.2520, 3.3063], [-2.4315, 1.6081, 3.6331], [0.5332, 0.5390, -1.1521], [1.6827, -4.0866, -2.5980], [3.2843, 0.6047, 2.2843], [2.5072, 3.1903, 0.6284], [-0.0233, -1.7808, -4.3964], [-3.9275, -1.0202, -0.3766], [-1.4695, 3.4003, -0.2476], [0.8797, -3.6602, -2.9178], [3.1279, -0.8976, 2.1151]], "forces_ev_per_a": [[-5.6, 0.1, -0.9], [0.0, -0.1, 0.0], [-0.1, 0.0, -0.3], [0.0, -0.1, 0.1], [0.0, 0.0, -0.2], [-0.1, 0.0, -0.7], [4.5, 1.4, -1.6], [0.4, 0.1, 0.2], [0.0, -0.2, 0.2], [0.1, -0.1, -0.3], [0.0, -0.1, 0.2], [0.2, -1.7, -0.4], [0.0, 0.1, 0.0], [-0.4, -0.3, 0.1], [-0.1, -0.1, 0.0], [-0.2, 0.0, 0.2], [-0.3, 0.1, 0.0], [0.1, 0.2, 0.0], [-0.3, 0.2, 0.7], [0.0, -0.1, -0.3], [0.0, -0.4, 0.1], [1.3, -0.2, 2.3], [0.1, 0.1, -0.1], [0.2, 0.2, -0.1], [0.1, 0.1, 0.0], [0.0, -0.1, 0.1], [0.0, 0.1, -0.3], [-0.2, 0.2, 0.4], [-0.1, 0.2, 0.0], [0.1, 0.1, -0.1], [0.4, 0.0, 0.7], [0.0, 0.1, -0.1], [-0.1, -0.1, 0.1], [0.1, 0.0, 0.0], [0.1, 0.0, 0.0], [-0.1, 0.0, 0.0]], "mulliken_charge": [-0.151, 0.327, 0.270, 0.321, 0.184, -0.498, -0.566, 0.261, -0.615, 0.304, -0.597, -0.592, 0.322, -0.041, 0.313, -0.472, 0.325, 0.288, 0.310, 0.231, 0.301, -0.590, 0.320, -0.622, 0.237, 0.317, -0.620, 0.205, -0.621, 0.305, -0.612, 0.291, 0.309, 0.268, 0.292, 0.295], "total_energy_ha": -917.11235, "de_lowest_kcal_mol": 133.7, "smiles": "O.O.O.O.O.O.O.O.O.O.O.O", "multiplicity": 1, "lumo_ev": -0.367, "total_charge": 0, "fmax_ha_per_bohr": 0.1101}

(4)
{"formula": "H24O12", "method": "wB97M-V/def2-TZVPD", "elements": ["O", "H", "O", "O", "H", "H", "O", "H", "O", "H", "H", "H", "H", "O", "H", "H", "O", "O", "O", "H", "H", "H", "H", "H", "O", "H", "O", "H", "H", "H", "H", "O", "H", "H", "H", "H"], "positions_angstrom": [[-3.0057, 0.7973, -1.2329], [1.0619, 3.5733, -1.7063], [-0.3967, -2.3925, -0.9433], [-1.6346, -0.3968, -2.5943], [-0.0825, -2.8725, 1.2491], [3.0711, -1.4602, 2.1636], [2.4749, -1.5972, 1.4563], [-3.4769, 0.1213, -0.6608], [2.2417, -1.5592, -1.4074], [-0.1018, -3.1171, 2.7499], [-0.5659, 0.1895, 3.2372], [2.4528, -1.7682, -0.5379], [0.9596, 1.1223, -3.3418], [0.2470, 3.0637, -1.5643], [-2.9218, 1.6286, -0.7596], [-2.6597, 0.6793, 1.8249], [-2.1066, 0.9785, 2.3622], [-0.1947, 0.3283, 0.1214], [1.7506, 2.2540, 1.1592], [-0.9522, 0.1855, -2.3988], [-0.1306, -0.6598, 0.0473], [-0.8614, 0.6293, -0.5458], [-0.9050, -1.6418, -1.2728], [-1.3611, 0.8640, 1.7700], [-0.1247, -2.3560, 2.1211], [1.5772, -1.8218, 1.8389], [-0.0820, -0.4138, 3.6600], [2.1214, -0.6376, -1.7536], [0.2261, -1.1759, 2.9615], [2.3267, 1.5342, 0.7969], [-2.2812, 0.3333, -2.1984], [0.9907, 0.7389, -2.4646], [-0.3300, 3.6951, -1.7398], [0.9636, 2.1395, 0.5959], [1.1774, 1.4221, -1.8983], [0.5322, -2.4073, -1.0947]], "forces_ev_per_a": [[-2.7, 0.5, 3.0], [0.2, -0.5, 0.4], [-1.9, -1.2, 2.0], [-2.4, -0.1, -0.3], [-0.3, 1.4, 0.9], [0.8, 0.2, 1.2], [-2.0, -0.6, -0.9], [0.9, 1.3, -1.0], [-0.9, 0.1, -3.9], [-0.2, 1.0, -0.2], [-3.0, 3.4, -2.5], [0.9, 0.8, 2.7], [0.1, 0.0, -0.2], [4.5, -3.1, 1.0], [-0.4, 0.2, 0.3], [-8.7, -4.2, -6.5], [7.2, 4.1, 6.1], [-0.9, -0.1, -0.3], [0.5, -0.8, -1.2], [3.6, 0.9, -0.2], [-0.1, 1.0, -0.1], [1.0, -0.8, 0.8], [0.5, 0.1, -1.1], [1.4, 0.3, 0.0], [0.1, -3.7, -1.8], [1.6, 0.4, -0.4], [4.7, -6.0, 1.3], [0.1, -1.1, 1.3], [-1.6, 3.7, 2.6], [-0.6, 0.8, 0.8], [0.7, -2.8, -1.8], [-0.2, -3.0, -2.2], [-4.8, 4.3, -1.2], [0.2, 0.0, 0.5], [0.4, 2.5, 2.1], [1.3, 0.9, -1.2]], "mulliken_charge": [-0.619, 0.283, -0.720, -0.807, 0.310, 0.319, -0.662, 0.346, -0.711, 0.280, 0.284, 0.361, 0.266, -0.511, 0.328, 0.220, -0.635, -0.022, -0.647, 0.208, 0.125, 0.149, 0.290, 0.414, -0.613, 0.442, -0.711, 0.338, 0.286, 0.329, 0.507, -0.646, 0.205, 0.267, 0.352, 0.394], "total_energy_ha": -917.14029, "de_lowest_kcal_mol": 116.1, "multiplicity": 1, "lumo_ev": -0.495, "total_charge": 0, "fmax_ha_per_bohr": 0.2262}